# C9H16N3O

The ion C9H16N3O with charge +1 (ωB97M-V with the def2-TZVPD basis set, the Open Molecules 2025 dataset).

As for the LUMO energy (spin up / spin down): -5.376 / -5.375 eV. As for the multiplicity: 1. Its orbital gap (spin up / spin down) is 6.219 / 6.221 eV. Its energy relative to the best compared isomer or geometry (same formula, charge and spin) is 178.3 kcal per mole. Its total charge is +1. The calculation puts the total energy at -16097.4793 eV. The calculation puts the molar mass at 182.247 u.

Each line ends with the Mulliken charge.
Atoms and positions in Å:
C 2.565435 -0.046285 -2.057763  0.704
C -1.478439 0.350177 -1.292294  -0.489
C -1.275961 -1.033012 -0.994403  -0.506
C 0.936642 0.132701 -0.443709  -0.728
C -0.500709 -0.055592 -0.150969  0.326
C -0.035049 -0.887631 2.099716  -1.455
C -2.428309 -0.119243 1.530213  -1.609
C -0.618143 1.572578 1.830025  -1.449
C -0.889933 0.143830 1.339198  2.126
N 4.354695 1.237914 -1.019115  -0.573
N 3.447356 0.695978 -1.453146  0.439
N 2.864595 -0.647012 -3.259403  -0.435
O 1.324029 -0.109985 -1.626950  -0.227
H -1.066962 0.819074 -2.148319  0.272
H -2.434449 0.759339 -0.876821  0.233
H -2.055472 -1.763004 -0.648338  0.255
H -0.543462 -1.754434 -1.491083  0.210
H 1.771576 0.239781 0.316715  0.250
H -0.351211 -1.953672 1.862725  0.374
H -0.313969 -0.849603 3.158174  0.492
H 1.011121 -0.792329 1.792686  0.272
H -2.716204 -1.078182 2.079624  0.326
H -2.892580 0.612442 2.292411  0.386
H -2.852877 -0.193437 0.558586  0.338
H 0.150104 2.261069 1.296674  0.256
H -0.400355 1.544450 2.959951  0.355
H -1.463166 2.264484 1.670791  0.412
H 2.065627 -0.684639 -3.849188  0.220
H 3.826073 -0.665755 -3.475990  0.224

Atomic forces in eV per Å
3.3322 0.9166 -0.3737
-1.1946 0.7302 0.8277
1.3373 -4.5407 -1.0958
-1.0768 -1.3197 1.4149
0.5994 1.5523 1.4767
-1.4613 -1.3723 -0.2573
0.1293 -0.6357 3.0357
0.9643 2.0150 0.7020
-0.3239 -0.2639 -0.2172
-0.1778 0.0109 0.1394
-0.4131 -0.1866 -0.1364
-1.2732 -0.1629 1.5087
-1.7585 -0.0997 0.1444
0.2830 0.3625 -0.6582
1.1283 -0.0979 -0.7880
0.5431 1.4958 0.5118
-1.0321 1.5632 -0.3262
-1.3685 0.4676 -0.7424
0.3438 1.2198 -0.2695
0.9537 0.4034 0.0385
-0.0168 -0.0463 1.0393
0.9593 0.7369 -0.9880
0.6105 -0.5913 -1.9059
-1.1754 0.4136 -0.1422
-0.3383 -1.8056 0.8198
-0.2411 0.2582 -1.7490
-0.1955 -0.7075 0.2807
0.2819 -0.0622 -1.2852
0.5807 -0.2536 -1.0046

---

# C9H16N3O

A cluster of 2 separate species, C9H16N3O in total (ωB97M-V with the def2-TZVPD basis set, the Open Molecules 2025 dataset).

As for the LUMO energy: -2.774 eV. As for the multiplicity: 1. Its orbital gap is 9.051 eV. Its energy relative to the best compared isomer or geometry (same formula, charge and spin) is 19.3 kcal per mole. Its total charge is +1. The calculation puts the total energy at -16104.3766 eV. The calculation puts the molar mass at 182.247 u.

Each line ends with the Mulliken charge.
Atoms and positions in Å:
C -2.585139 1.606240 1.161276  -1.564
C -1.353095 0.822808 1.533324  0.639
C -0.177759 1.482211 1.904092  -0.791
C -1.411851 -0.567362 1.595866  -0.492
C 0.998076 0.743095 1.879333  -0.361
C -0.236069 -1.315496 1.729622  -0.546
C 0.965595 -0.636616 1.802270  0.368
O 2.134160 -1.363991 1.658972  -0.513
H -3.161515 1.075400 0.418802  0.411
H -2.427141 2.542577 0.619211  0.386
H -0.204768 2.538128 2.109593  0.458
H -2.412436 -0.983134 1.634409  0.424
H 1.896037 1.272350 2.145715  0.471
H -0.458322 -2.375355 1.668174  0.473
H 2.615805 -1.552181 2.469434  0.319
H -3.163975 1.893985 2.039612  0.352
C 1.875624 -1.742091 -1.692768  -0.993
C 0.223867 0.007033 -2.161685  0.856
N 0.526989 -1.188999 -1.693571  -0.160
N 1.103538 0.918532 -2.532809  -0.385
N -1.078371 0.324464 -2.285786  -0.418
H -0.176402 -1.632231 -1.125586  0.258
H 2.085735 0.872920 -2.338847  0.169
H 0.763526 1.842410 -2.756537  0.227
H -1.733532 -0.433512 -2.323382  0.227
H -1.419936 1.258473 -2.153121  0.207
H 2.162809 -2.159197 -0.767663  0.318
H 2.599107 -0.957892 -1.917477  0.295
H 2.049456 -2.292558 -2.620467  0.365

Atomic forces in eV per Å
-0.0648 0.5419 -0.0159
-0.4148 0.7535 0.4321
-0.2371 -1.0881 -1.2119
0.4681 0.9300 0.0529
-0.2401 0.7007 1.3835
-1.8868 0.2792 -0.4133
0.4550 -0.8819 -0.2816
0.2794 -0.1563 -0.3725
-0.6146 -0.6160 0.2841
0.7314 0.1248 0.3255
0.2242 0.2567 -0.1920
0.1893 -0.4772 -0.4352
0.5283 -0.1804 -0.2425
1.1105 -0.1983 0.3308
-0.2237 0.2300 0.2384
-0.3207 -0.2832 -0.1121
0.4589 1.3564 -2.2116
-0.8703 0.1348 0.4639
0.6135 0.0518 -0.0165
0.4202 0.7427 -0.1331
0.0852 -0.3574 0.0660
-0.0777 -0.1162 -0.0274
0.0964 -0.2533 0.2251
-0.0095 -0.2025 -0.2503
-0.2792 0.0595 0.1722
-0.0009 0.0862 -0.1201
0.0113 -0.8310 0.8419
-0.0561 0.4202 0.6491
-0.3753 -1.0268 0.5706

---

What did the first record say?
# C9H16N3O

The ion C9H16N3O with charge +1 (ωB97M-V with the def2-TZVPD basis set, the Open Molecules 2025 dataset).

As for the LUMO energy (spin up / spin down): -5.376 / -5.375 eV. As for the multiplicity: 1. Its orbital gap (spin up / spin down) is 6.219 / 6.221 eV. Its energy relative to the best compared isomer or geometry (same formula, charge and spin) is 178.3 kcal per mole. Its total charge is +1. The calculation puts the total energy at -16097.4793 eV. The calculation puts the molar mass at 182.247 u.

Each line ends with the Mulliken charge.
Atoms and positions in Å:
C 2.565435 -0.046285 -2.057763  0.704
C -1.478439 0.350177 -1.292294  -0.489
C -1.275961 -1.033012 -0.994403  -0.506
C 0.936642 0.132701 -0.443709  -0.728
C -0.500709 -0.055592 -0.150969  0.326
C -0.035049 -0.887631 2.099716  -1.455
C -2.428309 -0.119243 1.530213  -1.609
C -0.618143 1.572578 1.830025  -1.449
C -0.889933 0.143830 1.339198  2.126
N 4.354695 1.237914 -1.019115  -0.573
N 3.447356 0.695978 -1.453146  0.439
N 2.864595 -0.647012 -3.259403  -0.435
O 1.324029 -0.109985 -1.626950  -0.227
H -1.066962 0.819074 -2.148319  0.272
H -2.434449 0.759339 -0.876821  0.233
H -2.055472 -1.763004 -0.648338  0.255
H -0.543462 -1.754434 -1.491083  0.210
H 1.771576 0.239781 0.316715  0.250
H -0.351211 -1.953672 1.862725  0.374
H -0.313969 -0.849603 3.158174  0.492
H 1.011121 -0.792329 1.792686  0.272
H -2.716204 -1.078182 2.079624  0.326
H -2.892580 0.612442 2.292411  0.386
H -2.852877 -0.193437 0.558586  0.338
H 0.150104 2.261069 1.296674  0.256
H -0.400355 1.544450 2.959951  0.355
H -1.463166 2.264484 1.670791  0.412
H 2.065627 -0.684639 -3.849188  0.220
H 3.826073 -0.665755 -3.475990  0.224

Atomic forces in eV per Å
3.3322 0.9166 -0.3737
-1.1946 0.7302 0.8277
1.3373 -4.5407 -1.0958
-1.0768 -1.3197 1.4149
0.5994 1.5523 1.4767
-1.4613 -1.3723 -0.2573
0.1293 -0.6357 3.0357
0.9643 2.0150 0.7020
-0.3239 -0.2639 -0.2172
-0.1778 0.0109 0.1394
-0.4131 -0.1866 -0.1364
-1.2732 -0.1629 1.5087
-1.7585 -0.0997 0.1444
0.2830 0.3625 -0.6582
1.1283 -0.0979 -0.7880
0.5431 1.4958 0.5118
-1.0321 1.5632 -0.3262
-1.3685 0.4676 -0.7424
0.3438 1.2198 -0.2695
0.9537 0.4034 0.0385
-0.0168 -0.0463 1.0393
0.9593 0.7369 -0.9880
0.6105 -0.5913 -1.9059
-1.1754 0.4136 -0.1422
-0.3383 -1.8056 0.8198
-0.2411 0.2582 -1.7490
-0.1955 -0.7075 0.2807
0.2819 -0.0622 -1.2852
0.5807 -0.2536 -1.0046

---

Question: Which value of molar mass does entry 1 give?
Answer: 182.247 u

---

Question: Number 1 is which compound?
Answer: C9H16N3O

---

Question: Among the records above, which one has the highest total energy?
Answer: number 1